Record 1
128
Properties=species:S:1:pos:R:3:mulliken_charge:R:1 method="wB97M-V/def2-TZVPD" homo_ev="-12.490 / -12.490" multiplicity=2 energy_ev=-206342.79304 charge=+2
Hf -0.007 0.271 -0.004 0.951
Cl -0.264 -1.769 -7.345 -0.100
C 0.149 -1.369 -5.758 0.111
C 1.438 -0.941 -5.448 -0.582
C 1.768 -0.596 -4.159 0.264
Cl 3.346 -0.107 -3.809 -0.097
C 0.777 -0.631 -3.093 -0.910
O 1.035 -0.230 -1.930 1.443
C -0.516 -1.163 -3.450 1.113
C -1.504 -1.412 -2.421 -0.796
O -1.368 -1.136 -1.233 -0.520
C -0.822 -1.508 -4.738 -0.835
H 2.185 -0.872 -6.228 0.541
H -2.418 -1.930 -2.739 0.240
H -1.802 -1.892 -4.994 0.536
C -5.841 -0.096 0.324 -1.311
N -4.454 0.330 0.499 1.098
C -3.337 -0.362 0.385 -1.263
N -2.287 0.422 0.651 0.285
C -2.884 1.635 0.919 -0.800
N -4.181 1.610 0.834 -1.015
C -6.437 -0.758 1.544 1.218
C -7.800 -0.609 1.774 -0.907
C -8.404 -1.240 2.852 -0.744
C -7.652 -2.023 3.712 -0.991
C -6.287 -2.170 3.485 -0.222
C -5.683 -1.538 2.405 0.008
C -5.502 -2.998 4.396 0.646
N -5.894 -3.592 5.464 -0.504
N -4.786 -4.257 5.974 -0.447
C -3.815 -4.011 5.173 0.639
O -4.181 -3.212 4.134 -0.245
C -2.434 -4.477 5.273 -0.234
C -2.061 -5.205 6.396 -0.946
C -0.756 -5.656 6.515 -0.776
C 0.169 -5.376 5.525 -0.983
C -0.203 -4.649 4.396 0.581
C 0.885 -4.409 3.376 -0.877
N 0.520 -3.562 2.238 1.307
C 0.121 -2.299 2.227 -1.559
N 0.074 -1.858 0.970 0.278
C 0.462 -2.951 0.246 -0.966
N 0.737 -3.994 0.977 -0.996
C -1.507 -4.203 4.268 0.054
H -5.876 -0.753 -0.547 0.310
H -6.386 0.812 0.081 0.510
H -3.310 -1.406 0.132 0.899
H -2.340 2.530 1.167 0.593
H -8.395 0.009 1.113 0.463
H -9.463 -1.115 3.026 0.421
H -8.106 -2.519 4.559 0.550
H -4.617 -1.660 2.262 0.680
H -2.796 -5.409 7.162 0.547
H -0.459 -6.225 7.385 0.432
H 1.189 -5.728 5.628 0.505
H 1.219 -5.343 2.929 0.589
H 1.748 -3.942 3.856 0.312
H -0.112 -1.742 3.118 0.992
H 0.551 -2.962 -0.827 0.547
H -1.834 -3.658 3.391 0.857
O 1.997 0.118 0.616 0.800
P 3.415 0.511 1.132 0.184
C 4.371 -1.043 1.054 0.151
C 5.878 -0.944 1.396 -1.285
C 6.272 -1.522 2.752 -0.377
C 5.731 -2.933 2.932 -1.376
C 4.211 -2.891 2.907 -0.574
C 3.680 -2.318 1.594 0.110
C 4.367 1.560 -0.050 0.147
C 4.941 2.896 0.440 -1.936
C 3.876 3.983 0.546 0.042
C 3.194 4.195 -0.803 -1.731
C 2.616 2.890 -1.339 2.039
C 3.638 1.771 -1.385 -0.612
C 3.198 1.218 2.788 2.275
C 4.510 1.720 3.449 -1.131
C 4.487 1.562 4.973 -1.019
C 3.097 1.880 5.501 -0.903
C 2.123 0.783 5.065 -0.510
C 2.486 0.199 3.689 0.776
H 4.306 -1.136 -0.041 0.486
H 6.234 0.086 1.324 0.404
H 6.424 -1.497 0.626 0.540
H 5.905 -0.891 3.570 -0.119
H 7.361 -1.513 2.820 0.494
H 6.080 -3.361 3.872 0.486
H 6.107 -3.579 2.131 0.403
H 3.879 -2.304 3.767 0.073
H 3.793 -3.892 3.037 0.650
H 2.604 -2.148 1.653 -1.272
H 3.816 -3.091 0.832 0.966
H 5.209 0.902 -0.276 1.181
H 5.672 3.203 -0.315 0.660
H 5.500 2.783 1.364 0.394
H 4.330 4.912 0.892 0.516
H 3.123 3.707 1.295 -0.122
H 3.929 4.576 -1.520 0.469
H 2.412 4.953 -0.730 0.466
H 2.196 3.045 -2.334 0.775
H 1.798 2.573 -0.683 -2.175
H 4.408 2.017 -2.124 1.229
H 3.172 0.843 -1.712 -1.041
H 2.511 2.058 2.632 -0.437
H 4.631 2.777 3.214 0.444
H 5.383 1.205 3.042 0.330
H 5.240 2.219 5.407 0.621
H 4.765 0.542 5.258 0.198
H 2.777 2.850 5.105 0.252
H 3.092 1.975 6.586 0.610
H 1.105 1.171 5.053 -0.211
H 2.142 -0.030 5.795 0.525
H 1.590 -0.161 3.185 -1.000
H 3.144 -0.658 3.822 -0.949
F -0.575 3.997 5.144 -0.399
C -0.418 3.280 4.027 0.215
C -0.747 1.937 4.044 -0.619
C -0.579 1.207 2.878 0.440
C -0.095 1.761 1.678 0.482
C 0.191 3.133 1.730 -0.260
C 0.042 3.897 2.883 -0.594
H -1.143 1.495 4.949 0.554
H -0.907 0.171 2.918 -0.127
H 0.498 3.667 0.842 -0.168
H 0.254 4.958 2.893 0.535
Cl -1.006 4.324 -1.511 -0.323
Ge -0.694 2.247 -1.959 1.131
Cl 0.232 2.273 -3.939 -0.316
Cl -2.732 1.534 -2.558 -0.362



Record 2
71
Properties=species:S:1:pos:R:3:mulliken_charge:R:1 method="wB97M-V/def2-TZVPD" homo_ev="-16.417 / -16.655" multiplicity=3 energy_ev=-49918.65007 charge=+3
Mo 0.131 0.078 0.235 -0.394
C -4.292 3.016 0.790 -0.665
C -4.240 2.027 1.721 -1.082
C -3.031 1.396 2.036 -0.106
C -1.846 1.843 1.472 -0.020
C -1.879 2.926 0.613 -0.157
C -3.097 3.410 0.197 -0.524
N -0.513 1.228 1.657 0.373
C 0.095 1.133 2.941 1.472
C -0.384 1.651 4.164 -1.060
C 0.392 1.416 5.271 -0.634
C 1.678 0.857 5.271 -0.806
C 2.196 0.477 4.042 -0.591
C 1.367 0.567 2.934 -0.094
N 1.788 0.265 1.624 1.561
N 2.964 0.462 1.313 -1.341
C 3.139 0.513 -0.074 0.260
C 4.406 0.625 -0.614 -0.573
C 4.526 0.895 -1.993 -0.542
C 3.389 1.085 -2.714 -0.855
C 2.152 0.866 -2.145 -0.464
N 2.012 0.642 -0.818 0.243
H -5.189 3.519 0.444 0.480
H -5.183 1.657 2.144 0.403
H -3.057 0.556 2.790 0.443
H -0.974 3.364 0.167 0.591
H -3.072 4.258 -0.534 0.424
H -1.276 2.168 4.309 0.663
H -0.032 1.753 6.218 0.416
H 2.200 0.760 6.229 0.433
H 3.197 0.135 3.935 0.553
H 5.300 0.512 0.022 0.545
H 5.516 0.949 -2.432 0.497
H 3.371 1.403 -3.752 0.497
H 1.318 1.001 -2.758 0.832
C -1.117 -2.514 1.739 -0.816
N -1.615 -1.379 0.890 0.077
C -2.328 -1.874 -0.310 -0.767
C -2.224 -0.804 -1.370 -0.398
N -1.354 0.205 -1.256 0.989
C -1.608 1.012 -2.378 -0.485
C -1.086 2.247 -2.782 0.069
C -1.617 2.817 -3.939 -1.003
C -2.585 2.140 -4.719 -0.643
C -3.140 0.957 -4.269 -0.915
C -2.627 0.422 -3.099 0.832
N -2.973 -0.733 -2.468 -0.054
C 0.196 -2.829 1.033 -0.041
N 0.688 -1.965 0.099 0.961
C 1.773 -2.638 -0.466 -0.292
C 2.477 -2.372 -1.595 -0.258
C 3.545 -3.177 -1.932 -0.859
C 3.888 -4.269 -1.109 -0.645
C 3.075 -4.655 -0.030 -0.994
C 2.066 -3.788 0.286 1.065
N 1.003 -3.871 1.236 -0.041
H -1.853 -3.343 1.659 0.483
H -1.010 -2.148 2.780 0.440
H -2.278 -0.752 1.398 0.233
H -3.335 -2.027 0.047 0.610
H -1.837 -2.740 -0.725 0.422
H -0.356 2.740 -2.119 0.366
H -1.271 3.809 -4.195 0.470
H -3.038 2.642 -5.583 0.424
H -3.951 0.473 -4.780 0.468
H -3.759 -1.356 -2.731 0.358
H 2.175 -1.538 -2.190 0.540
H 4.143 -3.014 -2.842 0.460
H 4.779 -4.826 -1.360 0.451
H 3.238 -5.614 0.517 0.410
H 0.849 -4.649 1.861 0.308



Record 3
133
Properties=species:S:1:pos:R:3:mulliken_charge:R:1 method="wB97M-V/def2-TZVPD" homo_ev=-9.460 energy_ev=-83536.80165 charge=0
C 5.943 -0.076 -1.138 -0.440
C 4.836 -1.061 -1.578 -0.228
O 4.008 -1.305 -0.461 -0.357
O 6.854 -0.599 -0.259 -0.615
H 5.450 0.762 -0.679 0.153
H 6.532 0.351 -1.943 0.347
H 5.442 -1.913 -1.856 0.354
H 4.314 -0.600 -2.415 0.162
H 3.140 -0.913 -0.709 0.175
H 6.337 -1.102 0.398 0.340
C 1.273 -1.570 -2.891 -0.204
C 0.712 -2.956 -2.553 -0.751
O -0.543 -2.853 -1.819 -0.567
O 1.603 -0.756 -1.776 0.508
H 0.519 -1.003 -3.502 -0.038
H 2.191 -1.567 -3.442 0.518
H 1.421 -3.589 -1.973 0.238
H 0.494 -3.454 -3.504 0.431
H -0.385 -2.699 -0.863 0.160
H 0.867 -0.427 -1.237 -0.593
C -4.595 -4.876 1.599 -0.569
C -3.862 -5.586 2.661 -0.249
O -3.616 -4.631 3.732 -0.552
O -3.749 -3.903 0.821 -0.408
H -5.307 -4.259 2.167 0.233
H -5.103 -5.605 0.953 0.388
H -2.886 -5.998 2.293 0.179
H -4.377 -6.470 3.087 0.365
H -2.792 -4.018 3.573 0.374
H -3.152 -4.427 0.254 0.237
C -3.716 1.015 -2.468 -0.834
C -3.571 -0.465 -2.141 0.566
O -2.468 -1.038 -2.855 -0.378
O -2.651 1.847 -1.990 -0.342
H -4.690 1.502 -2.069 0.328
H -3.690 1.175 -3.544 0.337
H -4.526 -0.926 -2.502 0.450
H -3.464 -0.546 -1.055 -0.471
H -1.918 -1.667 -2.320 0.183
H -2.117 1.943 -2.772 -0.074
C -4.128 -0.898 2.518 -0.673
C -3.257 -0.777 3.771 -0.242
O -2.301 0.207 3.551 -0.360
O -3.477 -1.408 1.347 -0.251
H -4.527 0.149 2.289 0.264
H -4.938 -1.562 2.857 0.340
H -2.804 -1.748 3.959 0.058
H -3.855 -0.454 4.621 0.486
H -1.589 0.248 4.180 0.168
H -3.385 -2.375 1.302 0.178
C -1.088 0.156 0.606 1.142
C 0.039 -0.609 1.233 0.259
O -0.102 -1.982 0.745 -0.613
O -0.446 0.764 -0.546 1.324
H -1.545 0.892 1.268 0.320
H -1.945 -0.503 0.365 -1.352
H -0.068 -0.677 2.343 -0.010
H 0.962 -0.238 0.890 0.219
H 0.766 -2.340 0.949 0.074
H -1.178 0.902 -1.226 -0.588
C 3.169 2.693 -2.576 -0.907
C 2.693 2.454 -1.150 1.621
O 3.517 3.342 -0.399 -0.710
O 4.476 2.154 -2.907 -0.573
H 3.194 3.753 -2.727 0.509
H 2.475 2.120 -3.233 -0.124
H 2.721 1.393 -0.828 -0.226
H 1.646 2.757 -1.107 -0.371
H 3.480 3.096 0.527 0.473
H 5.177 2.686 -2.547 0.356
C -1.714 -0.677 -6.106 0.410
C -2.085 -0.543 -7.625 -0.720
O -3.480 -0.716 -7.919 -0.520
O -2.103 -2.037 -5.698 -0.642
H -2.154 0.041 -5.369 -0.107
H -0.624 -0.613 -6.048 0.174
H -1.381 -1.206 -8.130 0.317
H -1.857 0.480 -7.886 0.339
H -3.709 -1.580 -7.571 0.336
H -2.429 -1.943 -4.808 0.426
C -0.009 -4.215 4.151 -0.648
C 0.971 -3.179 4.722 -0.523
O 1.343 -2.295 3.677 0.000
O -1.089 -3.603 3.480 -0.352
H -0.435 -4.870 4.959 0.363
H 0.590 -4.893 3.574 0.352
H 1.849 -3.641 5.181 0.413
H 0.401 -2.614 5.513 0.247
H 1.904 -1.597 4.063 0.109
H -0.716 -2.911 2.906 0.120
C 3.816 0.913 4.207 -0.602
C 4.292 1.315 2.852 -0.249
O 3.616 2.513 2.326 -0.659
O 2.596 0.238 4.178 -0.566
H 3.871 1.719 4.939 0.229
H 4.498 0.166 4.657 0.460
H 4.141 0.482 2.133 -0.005
H 5.383 1.534 2.832 0.446
H 2.710 2.599 2.702 0.540
H 1.976 0.803 3.695 0.377
C 0.076 2.076 5.580 -0.846
C 0.000 2.803 4.278 -0.343
O 1.013 2.386 3.393 -0.398
O -0.036 0.664 5.624 -0.579
H -0.719 2.399 6.242 0.476
H 0.990 2.414 6.094 0.343
H -0.024 3.885 4.473 0.305
H -0.967 2.697 3.793 0.363
H 0.644 2.345 2.480 0.383
H 0.738 0.279 5.159 0.340
C 0.033 3.046 -4.312 -0.555
C -1.203 3.450 -5.008 -0.713
O -1.865 4.573 -4.374 -0.663
O -0.311 2.239 -3.207 0.725
H 0.665 3.939 -4.034 0.152
H 0.749 2.428 -4.858 0.454
H -1.857 2.548 -4.913 0.023
H -1.085 3.726 -6.064 0.467
H -2.492 4.067 -3.818 0.393
H -0.455 2.746 -2.384 -0.049
C -0.874 5.030 -0.291 -0.794
C -0.006 4.534 0.778 -0.423
O -0.023 3.170 1.064 -0.127
O -0.529 4.365 -1.583 -0.471
H -0.755 6.091 -0.300 0.525
H -1.933 4.767 -0.088 0.293
H -0.232 5.093 1.742 0.365
H 1.055 4.833 0.545 0.255
H -0.428 2.783 0.262 -0.282
H -1.019 4.815 -2.303 0.209
O 2.470 -3.447 0.882 -0.666
H 2.628 -3.458 1.821 0.211
H 3.142 -2.892 0.441 0.415



Record 4
9
Properties=species:S:1:pos:R:3:mulliken_charge:R:1 method="wB97M-V/def2-TZVPD" homo_ev=-3.678 energy_ev=-20572.21282 charge=-1
C -0.406 -0.947 0.837 0.314
C -0.436 0.423 0.190 -0.472
N 0.966 0.686 -1.008 0.731
O 0.512 -1.343 1.519 -0.587
O 1.848 -0.115 -0.805 -0.479
O 0.918 1.587 -1.791 -0.577
S -1.884 -1.837 0.446 -0.540
H -0.192 1.052 1.029 0.272
H -1.326 0.494 -0.417 0.338